# 1
The following is a quantum chemistry calculation of a 11-piece molecular cluster, C24H45Br20IO6 overall, from the Open Molecules 2025 dataset.

Calculated values
LUMO level (eV): 0.01
SMILES: O=C(I)COC(=O)OCOO.BrCCBr.BrCCBr.BrCCBr.BrCCBr.BrCCBr.BrCCBr.BrCCBr.BrCCBr.BrCCBr.BrCCBr
Spin multiplicity: 1

Each line ends with the Mulliken charge.
Positions of all 96 atoms, in Å:
O  8.587  -1.988  1.102  -0.41
C  8.673  -1.063  0.386  0.30
I  9.576  -1.265  -1.548  0.03
C  8.176  0.328  0.755  -0.26
O  7.132  0.191  1.707  -0.31
C  6.003  0.878  1.414  0.49
O  5.983  1.995  1.004  -0.48
O  4.885  0.186  1.711  0.08
C  4.746  -1.104  1.083  0.30
O  3.533  -1.154  0.417  -0.14
O  3.570  -0.257  -0.692  -0.16
H  9.037  0.862  1.177  0.35
H  7.849  0.874  -0.132  0.07
H  5.594  -1.311  0.419  0.14
H  4.688  -1.883  1.851  -0.26
H  3.678  0.629  -0.296  0.17
Br  3.596  -4.247  2.707  -0.15
C  2.249  -3.686  3.993  -0.56
C  2.073  -2.190  3.977  0.04
Br  3.551  -1.270  4.849  -0.13
H  2.568  -4.065  4.958  0.40
H  1.326  -4.175  3.690  0.38
H  1.181  -1.913  4.533  -0.04
H  2.017  -1.790  2.969  0.07
Br  -1.326  2.019  -0.782  -0.07
C  -0.256  2.055  -2.407  0.04
C  1.159  1.628  -2.147  -0.67
Br  2.137  3.030  -1.212  -0.17
H  -0.329  3.061  -2.801  -0.10
H  -0.751  1.360  -3.081  0.21
H  1.684  1.456  -3.085  0.42
H  1.232  0.739  -1.528  0.35
Br  -0.833  -1.139  1.590  -0.10
C  -1.629  0.284  2.648  0.01
C  -0.919  0.489  3.957  -0.68
Br  -1.362  -0.902  5.252  -0.21
H  -2.675  0.029  2.778  0.40
H  -1.548  1.175  2.028  -0.16
H  -1.240  1.421  4.415  0.46
H  0.162  0.492  3.852  0.24
Br  -6.362  4.460  -0.702  -0.16
C  -5.392  2.856  -1.222  -0.32
C  -5.563  1.760  -0.206  -0.15
Br  -4.495  2.104  1.385  -0.12
H  -4.353  3.145  -1.351  0.16
H  -5.809  2.556  -2.181  0.39
H  -5.206  0.809  -0.599  -0.19
H  -6.590  1.653  0.126  0.43
Br  -1.776  -1.215  -3.957  -0.18
C  -1.913  -1.432  -2.023  -0.25
C  -2.891  -2.498  -1.622  -0.42
Br  -4.724  -1.875  -1.833  -0.21
H  -2.186  -0.461  -1.624  -0.03
H  -0.910  -1.688  -1.688  0.37
H  -2.778  -2.724  -0.564  0.23
H  -2.800  -3.411  -2.203  0.49
Br  -1.483  4.675  -4.717  -0.14
C  -0.783  6.281  -3.867  -0.62
C  -1.192  6.372  -2.421  -0.37
Br  -3.059  6.881  -2.238  -0.12
H  -1.140  7.120  -4.455  0.42
H  0.299  6.210  -3.953  0.34
H  -0.622  7.148  -1.917  0.37
H  -1.071  5.433  -1.889  0.12
Br  6.786  -1.477  -5.453  -0.16
C  5.368  -1.321  -4.131  -0.68
C  5.161  0.104  -3.694  -0.08
Br  6.578  0.687  -2.497  -0.04
H  5.641  -1.970  -3.305  0.36
H  4.471  -1.702  -4.613  0.41
H  4.240  0.197  -3.121  -0.21
H  5.151  0.801  -4.526  0.47
Br  -5.532  -6.098  -3.337  -0.16
C  -7.229  -5.349  -2.754  -0.61
C  -7.188  -4.932  -1.310  -0.21
Br  -7.273  -6.458  -0.103  -0.14
H  -7.988  -6.097  -2.958  0.43
H  -7.396  -4.478  -3.384  0.38
H  -8.052  -4.317  -1.067  0.40
H  -6.278  -4.392  -1.071  -0.11
Br  3.987  5.286  0.822  -0.19
C  3.905  4.529  2.615  -0.56
C  3.070  3.275  2.651  -0.01
Br  1.161  3.652  2.570  -0.14
H  3.528  5.308  3.269  0.47
H  4.935  4.296  2.878  0.36
H  3.222  2.746  3.590  0.40
H  3.289  2.611  1.820  -0.38
Br  -7.017  -1.512  1.895  -0.10
C  -6.288  -3.290  2.206  -0.17
C  -7.254  -4.172  2.949  -0.63
Br  -7.352  -3.706  4.835  -0.16
H  -5.356  -3.152  2.744  0.43
H  -6.081  -3.699  1.220  -0.13
H  -6.922  -5.206  2.916  0.37
H  -8.264  -4.104  2.557  0.38

Cartesian forces (eV/Å) of the 2 atoms listed first:
-0.10 -0.71 0.41
-0.13 0.39 -0.07

***

# 2
The following is a quantum chemistry calculation of C5H10MgO4Rh as an isolated structure at a distorted geometry, from the Open Molecules 2025 dataset.

Calculated values
LUMO level (alpha / beta) (eV): -5.06 / -6.40
Net charge: +1
Energy relative to the best compared isomer or geometry (same formula, charge and spin) (eV): 0.000
Spin multiplicity: 5

Each line ends with the Mulliken spin population.
Positions of all 21 atoms, in Å:
O  -3.163  -2.769  -0.174  0.02
C  -2.506  -3.619  -1.037  0.00
C  -0.996  -3.653  -0.866  0.00
O  -0.578  -2.731  0.072  0.00
C  0.365  -2.757  1.136  0.02
C  0.574  -1.281  1.452  -0.04
O  -0.651  -0.609  1.599  -0.13
Mg  -2.096  -1.288  0.435  0.01
H  -2.683  -3.329  -2.098  0.00
H  -2.857  -4.670  -0.981  0.00
H  -0.742  -4.620  -0.397  0.00
H  -2.719  -0.361  -2.708  0.00
H  1.295  -3.242  0.806  0.00
H  -0.068  -3.302  1.988  0.00
H  1.178  -0.919  0.598  0.01
H  1.153  -1.141  2.381  0.04
C  -1.870  0.096  -2.173  0.01
O  -1.643  0.153  -0.945  0.01
Rh  -0.917  1.234  2.095  4.05
H  -1.670  1.043  -2.710  0.00
H  -0.530  -3.122  -1.989  0.00

Cartesian forces (eV/Å) of the 2 atoms listed first:
0.21 1.11 0.55
-1.09 -0.18 -1.06

***

The lowest spin multiplicity belongs to which entry?
C24H45Br20IO6